(1)
DFT (ωB97M-V/def2-TZVPD) results for a structure of composition C16H29F9NO7Zn in a non-equilibrium geometry.

Each line ends with the natural charge from an NBO analysis.
Geometry (Å):
C: 4.69 1.79 1.16  -0.09
H: 4.87 2.63 3.20  0.20
H: 3.39 2.93 2.28  0.20
F: 5.99 -0.42 -0.13  -0.35
O: 2.43 -0.47 -0.65  -0.94
F: -3.57 1.44 -1.01  -0.35
O: -1.14 1.58 -3.64  -0.55
F: -3.62 2.73 -2.71  -0.35
H: -4.35 -0.98 2.05  0.20
C: -1.11 1.78 -5.91  -0.61
H: -0.26 1.08 -5.89  0.21
H: -0.28 -0.17 3.61  0.18
C: -3.84 -1.90 2.33  -0.63
F: -2.30 3.24 -1.08  -0.34
C: -3.38 -2.62 1.10  -0.08
C: 3.59 -0.20 -0.04  0.34
H: -4.68 -2.43 2.78  0.20
C: -1.49 1.27 1.84  -0.63
C: 0.46 0.13 2.86  -0.07
H: 3.73 1.34 3.06  0.20
O: -0.65 0.93 -1.57  -0.96
H: 0.26 2.59 0.65  0.39
C: -2.76 2.19 -1.80  0.92
H: -3.30 -3.68 1.37  0.16
H: 4.94 2.66 0.55  0.18
H: 0.23 -2.61 2.96  0.19
H: -2.62 0.51 -4.79  0.16
H: 1.95 -1.92 2.91  0.17
H: 5.56 1.16 1.36  0.19
F: 5.01 0.65 -1.75  -0.32
Zn: 0.45 -0.10 -0.18  1.75
H: 1.27 -2.73 1.60  0.23
H: 0.08 2.28 2.88  0.18
O: -2.05 -2.18 0.77  -0.58
N: 0.65 1.69 0.90  -0.91
C: 4.15 2.18 2.50  -0.62
O: 3.56 1.18 0.47  -0.61
H: -0.71 2.79 -5.83  0.21
C: -2.00 1.42 -4.73  -0.07
H: -3.13 -1.62 3.09  0.22
C: 0.99 -2.06 2.41  -0.26
H: 1.65 1.81 1.04  0.41
F: -0.39 -4.52 -1.36  -0.30
O: -0.39 -1.92 -0.77  -0.94
H: -4.04 -2.54 0.23  0.17
C: -0.01 1.43 2.20  -0.08
H: -2.77 2.21 -4.80  0.15
H: -1.56 1.69 -6.90  0.19
C: -1.44 -4.15 -0.65  0.92
H: -2.04 1.12 2.77  0.20
C: -1.70 1.19 -2.34  0.33
H: 1.41 0.29 3.40  0.17
H: 3.66 -0.81 0.88  0.10
O: 0.57 -0.83 1.83  -0.59
F: -1.35 -4.72 0.60  -0.36
F: 4.88 -1.51 -1.58  -0.33
F: -2.60 -4.69 -1.11  -0.34
H: -1.88 2.26 1.56  0.21
H: -1.80 0.55 1.09  0.26
H: -2.23 0.25 -2.53  0.12
C: -1.52 -2.60 -0.52  0.33
H: -2.34 -2.23 -1.16  0.10
C: 4.87 -0.36 -0.88  0.92

Values from the calculation:
E_HOMO	-5.146	eV
DFT total energy	-105761.93586	eV
largest force on an atom	2.9	eV/Å
total charge	-1
gap between HOMO and LUMO	7.6	eV
ΔE to the lowest compared entry with this formula, charge and spin	1.669	eV

=====

(2)
DFT (ωB97M-V/def2-TZVPD) results for a structure of composition C16H29IrN3O2SSi2.

Each line ends with the natural charge from an NBO analysis.
Geometry (Å):
H: 2.95 1.96 -1.67  0.24
H: -2.00 2.07 2.43  0.24
C: 3.79 -0.92 -0.24  -0.27
C: 3.85 -2.29 -0.49  -0.25
H: 2.19 3.44 -2.26  0.23
H: 1.32 -0.61 2.79  0.25
H: 2.85 2.03 1.96  0.24
Si: 0.47 1.93 -1.36  1.68
H: -3.08 -6.14 0.84  0.37
C: 2.54 -0.33 -0.04  -0.35
H: 0.41 1.38 -3.77  0.22
H: -1.07 1.06 0.16  0.27
H: -4.75 0.04 -0.73  0.16
O: 0.15 -0.49 0.09  -0.57
C: 2.69 -3.03 -0.55  -0.19
H: -0.80 0.45 -2.85  0.27
N: -1.03 -3.16 -0.30  -0.51
C: -2.96 -4.24 0.20  0.23
Si: 0.38 1.54 1.99  1.65
H: 0.55 0.28 4.12  0.22
H: -4.49 -5.24 1.04  0.37
H: 2.46 3.22 -0.53  0.23
H: -4.47 0.21 -2.47  0.15
C: 1.94 2.57 2.23  -1.12
H: -1.14 3.51 1.86  0.23
C: 0.46 0.01 3.07  -1.12
O: -2.76 0.30 -1.30  -0.85
H: 2.01 2.85 3.28  0.23
H: 4.69 -0.32 -0.19  0.19
C: 0.23 0.83 -2.84  -1.14
H: 0.91 -0.03 -2.81  0.25
H: -0.95 2.97 3.53  0.23
C: -0.76 3.35 -1.37  -1.13
S: -3.91 -2.76 0.08  -0.39
H: -0.66 3.94 -2.29  0.23
H: 1.90 3.49 1.65  0.23
N: -3.68 -5.41 0.46  -0.83
H: -0.44 -0.59 2.93  0.25
H: -1.78 2.95 -1.34  0.25
Ir: -2.06 -1.48 -0.80  0.92
H: 4.80 -2.78 -0.65  0.20
H: -4.32 1.63 -1.42  0.14
H: 2.75 -4.10 -0.74  0.20
C: 0.02 0.95 0.21  -0.81
C: 2.18 2.70 -1.45  -1.13
C: 1.37 -1.06 -0.11  0.37
C: 0.31 -3.37 -0.35  0.05
C: 1.39 -2.48 -0.35  -0.21
C: -1.06 2.63 2.50  -1.12
H: 2.48 0.73 0.18  0.21
N: -1.70 -4.34 0.03  -0.39
C: -4.13 0.55 -1.48  -0.23
H: 0.58 -4.42 -0.37  0.18
H: -0.62 4.02 -0.52  0.22

Values from the calculation:
E_HOMO (spin up / spin down)	-1.996 / -4.399	eV
DFT total energy	-55057.48977	eV
largest force on an atom	0.1	eV/Å
total charge	-1
spin multiplicity	5
gap between HOMO and LUMO (spin up / spin down)	4.8 / 7.1	eV
ΔE to the lowest compared entry with this formula, charge and spin	0.000	eV

=====

(3)
DFT (ωB97M-V/def2-TZVPD) results for a cluster of 4 separate species, C16H29N6O4S in total in a non-equilibrium geometry.

Each line ends with the natural charge from an NBO analysis.
Geometry (Å):
H: -0.38 2.66 7.83  0.24
N: 0.11 -3.43 2.46  0.07
C: 0.07 -2.45 -1.00  -0.44
C: -0.73 -3.30 0.09  -0.26
N: 3.01 -0.85 -3.02  -0.26
H: -1.16 -0.80 4.14  0.32
H: -0.90 -1.18 -2.69  0.28
H: -3.71 -3.61 -6.62  0.24
O: 0.60 4.07 0.89  -0.56
H: -2.12 -3.81 -7.44  0.24
N: 0.02 -2.77 3.63  -0.18
O: -1.27 0.09 6.40  -0.58
H: -0.97 0.93 -0.84  0.25
C: -2.05 -2.73 -5.59  0.61
H: 5.96 0.39 -2.53  0.24
H: 3.44 3.07 1.53  0.24
C: -2.64 -3.80 -6.47  -0.72
H: -0.76 1.12 8.61  0.25
H: -0.33 -4.37 0.08  0.29
H: 3.05 2.52 -0.13  0.24
H: 0.49 0.13 -0.07  0.22
C: -0.81 -1.61 3.41  0.19
C: -1.45 1.28 6.60  0.61
C: -1.99 2.19 5.53  -0.72
C: -1.14 1.89 7.94  -0.72
C: -2.12 -1.31 -6.08  -0.72
H: -1.84 -3.31 -0.17  0.25
C: 1.78 4.07 0.62  0.60
N: -1.17 -1.70 2.02  -0.31
C: -0.71 -1.16 -1.55  -0.43
H: 2.02 2.05 1.24  0.21
C: 2.59 0.45 -2.55  0.21
C: -0.07 0.25 -1.07  -0.55
H: 0.21 -3.15 -1.91  0.28
S: 0.90 1.12 -2.38  0.28
H: -3.17 -1.01 -6.21  0.24
H: 2.86 5.07 -0.94  0.24
C: 2.64 2.85 0.83  -0.72
N: -0.59 -2.80 1.49  0.05
H: -1.77 -1.20 -1.08  0.17
C: 4.83 0.27 -2.56  0.27
O: 3.81 1.18 -2.25  -0.42
H: -2.16 1.61 4.62  0.21
N: 4.35 -0.99 -3.03  -0.24
H: -1.26 2.97 5.31  0.24
H: 1.11 -2.12 -0.65  0.24
C: 2.45 5.30 0.05  -0.72
H: -2.52 -4.77 -6.00  0.24
H: 3.25 5.63 0.72  0.24
O: -1.54 -3.01 -4.52  -0.58
H: -1.66 -0.65 -5.35  0.23
H: -2.93 2.62 5.86  0.25
H: -1.58 -1.22 -7.03  0.24
H: -2.05 2.31 8.37  0.24
H: -1.76 -1.06 1.47  0.47
H: 1.72 6.10 -0.05  0.24

Values from the calculation:
E_HOMO	-11.671	eV
DFT total energy	-45015.42435	eV
largest force on an atom	6.3	eV/Å
total charge	+1
gap between HOMO and LUMO	7.3	eV
ΔE to the lowest compared entry with this formula, charge and spin	3.320	eV

=====

(4)
DFT (ωB97M-V/def2-TZVPD) results for a structure of composition C16H29N7S2V.

Each line ends with the natural charge from an NBO analysis.
Geometry (Å):
H: 2.45 -4.24 -4.59  0.23
C: -1.29 -1.68 -2.52  -0.38
H: 3.55 -3.69 -2.27  0.22
H: 0.84 -3.55 -4.76  0.22
C: 1.12 -1.63 2.35  0.31
C: 1.35 -3.86 2.51  -0.06
H: 2.24 -2.73 -5.48  0.22
C: -0.90 2.34 -0.99  -0.23
C: 3.45 -2.75 -2.81  -0.41
H: -3.47 -4.99 2.77  0.25
H: -0.62 -0.21 -4.52  0.21
C: -1.58 -4.01 2.57  -0.23
H: 3.64 -0.39 2.14  0.23
V: -0.50 -0.52 -0.04  0.79
C: -3.51 -3.45 1.27  -0.21
C: -0.05 -1.14 -4.58  -0.41
H: -1.38 -2.49 -1.81  0.23
C: -0.89 -3.02 1.88  0.39
H: -0.83 2.43 1.16  0.21
N: 0.16 1.30 -1.08  -0.85
H: -2.33 3.02 0.46  0.23
H: 1.07 -4.89 2.43  0.26
H: -2.34 0.76 1.54  0.40
N: -2.12 0.89 0.56  -0.85
C: -2.75 -2.48 0.66  0.04
H: 3.45 -3.73 3.18  0.26
H: -3.19 -1.84 -0.10  0.21
H: -4.54 -3.58 1.00  0.25
C: 1.10 -2.13 -2.63  0.39
H: 1.00 1.62 -0.61  0.40
N: 2.10 -2.61 -3.36  -0.38
H: 0.44 1.18 -2.05  0.39
H: 4.15 -2.74 -3.64  0.23
S: 0.51 -0.05 2.06  -0.15
H: 3.02 -0.22 3.80  0.24
N: -1.45 -2.26 0.94  -0.50
C: 2.52 -3.29 2.87  -0.03
C: -2.91 -4.23 2.25  -0.11
H: -0.50 3.34 -1.16  0.23
H: 3.67 -1.92 -2.14  0.23
H: -1.63 2.14 -1.78  0.20
C: -1.56 2.26 0.37  -0.22
H: -1.10 -4.57 3.35  0.25
N: 2.36 -1.92 2.77  -0.32
C: 1.89 -3.31 -4.63  -0.42
N: 0.48 -2.82 2.19  -0.37
H: -3.01 0.83 0.07  0.38
H: -0.51 -1.77 -5.33  0.22
H: 4.26 -1.44 3.44  0.24
H: -2.12 -1.75 -3.23  0.25
H: -1.43 -0.68 -2.04  0.14
C: 3.39 -0.92 3.06  -0.41
N: -0.05 -1.77 -3.25  -0.44
S: 1.27 -2.00 -0.92  -0.20
H: 0.96 -0.90 -4.88  0.23

Values from the calculation:
E_HOMO (spin up / spin down)	-13.075 / -12.522	eV
DFT total energy	-74840.03442	eV
largest force on an atom	0.2	eV/Å
total charge	+2
spin multiplicity	2
gap between HOMO and LUMO (spin up / spin down)	7.8 / 7.1	eV
ΔE to the lowest compared entry with this formula, charge and spin	0.000	eV